(1)
105
Properties=species:S:1:pos:R:3 method="wB97M-V/def2-TZVPD" total_charge=+2 largest_force_ev_per_a=2.50 homo_ev=-12.00 lumo_energy_ev=-6.210 spin_multiplicity=1 homo_lumo_gap_ev=5.789
N -2.070 2.990 -3.399
N -3.305 -0.558 3.496
N -0.527 -2.006 1.336
N -4.911 -0.793 4.938
N 6.141 -1.802 -1.037
C 0.065 0.594 -0.668
C 6.538 -4.188 -0.840
C -4.487 3.218 -3.379
C 4.830 -1.377 -0.742
C 3.160 -0.775 0.889
C 6.715 -5.446 -1.419
C -4.495 -0.256 2.842
C -1.196 6.475 -4.354
C -1.556 5.372 -3.574
C -1.716 -3.104 3.126
C -5.748 2.733 -3.737
C -1.961 -0.595 2.879
C -1.367 2.257 -2.457
C 8.721 0.657 -2.085
C -5.621 0.335 7.099
C -1.161 3.907 -5.471
C 0.729 1.461 -1.585
C -5.605 -0.944 6.226
C -4.701 1.022 -5.115
C 3.866 -1.313 -1.758
C -1.756 -1.929 2.146
C 6.510 -4.454 -3.625
C 4.479 -1.019 0.568
C -6.977 1.015 7.210
C 2.566 -0.940 -1.472
C 8.125 -0.971 0.114
C -3.591 -0.919 4.750
C -3.350 2.542 -3.827
C -0.772 6.288 -5.676
C 9.566 0.646 -0.970
C 0.036 2.305 -2.427
C 7.258 -0.927 -0.982
C -2.056 1.416 -1.556
C -5.848 1.634 -4.598
C -0.730 -4.115 2.536
C 2.177 -0.652 -0.129
C -1.521 4.085 -4.129
C -0.753 5.005 -6.234
C 6.689 -5.578 -2.814
C 0.119 -3.331 1.518
C 6.349 -3.190 -3.048
C 6.339 -3.069 -1.658
C 0.845 -0.218 0.228
C -5.491 -0.373 3.743
C 9.272 -0.170 0.129
C -3.440 1.472 -4.721
C 7.565 -0.126 -2.090
C -6.941 2.282 8.066
C -1.365 0.614 -0.669
H -4.875 1.048 6.725
H 0.559 2.989 -3.093
H -1.357 -2.750 4.098
H -1.216 2.909 -5.908
H -1.215 -0.476 3.687
H -4.524 0.015 1.805
H -2.717 -3.516 3.281
H -1.262 7.476 -3.925
H -7.351 1.261 6.206
H -0.442 4.854 -7.269
H 6.874 -6.311 -0.775
H -5.301 0.032 8.105
H 6.815 -6.565 -3.266
H 1.832 -0.929 -2.280
H -6.628 -1.282 6.017
H -6.550 -0.212 3.646
H -6.304 3.045 7.612
H -0.745 -1.879 0.340
H -1.275 -4.915 2.022
H 1.813 1.467 -1.631
H -5.080 -1.726 6.791
H 6.896 -0.148 -2.952
H 8.957 1.271 -2.957
H -1.911 5.490 -2.548
H 6.217 -2.294 -3.656
H 1.155 -3.199 1.870
H -6.564 2.076 9.071
H -0.472 7.150 -6.277
H -2.520 1.019 -5.096
H -7.945 2.699 8.162
H -4.772 0.193 -5.818
H -7.695 0.304 7.646
H 5.261 -1.017 1.326
H 10.466 1.265 -0.962
H 6.498 -4.547 -4.712
H 9.931 -0.194 0.999
H -6.636 3.222 -3.337
H 0.178 -3.900 0.575
H -2.627 -2.020 1.463
H -0.124 -4.602 3.304
H 2.843 -0.682 1.929
H -3.141 1.413 -1.573
H 0.562 -0.269 1.296
H -2.881 -1.264 5.487
H 7.886 -1.644 0.941
H 4.175 -1.566 -2.772
H -1.913 -0.044 0.007
H 6.555 -4.037 0.242
H -6.835 1.260 -4.882
H -1.878 0.250 2.177
H -4.359 4.093 -2.738


(2)
124
Properties=species:S:1:pos:R:3 method="wB97M-V/def2-TZVPD" total_charge=+1 s_squared=0.9195 largest_force_ev_per_a=3.45 homo_ev="-10.30 / -10.60" lumo_energy_ev="-4.077 / -4.684" spin_multiplicity=2 homo_lumo_gap_ev="6.225 / 5.912"
Sb 0.861 2.426 -1.944
Ru 0.665 0.155 0.226
Cl 0.154 -0.710 2.917
S -4.293 -3.261 -0.716
S 0.061 -0.755 -1.893
S -2.298 -2.124 0.885
P 1.829 1.568 1.743
F -2.001 -3.593 -2.002
F -3.010 -0.808 3.079
F -3.521 -2.497 -3.090
F -2.470 -2.880 3.413
F -3.685 -4.653 -2.863
F -4.375 -2.382 2.509
O -5.559 -2.808 -1.197
O -1.466 -3.291 0.893
O -4.196 -4.461 0.059
O -1.072 1.672 0.181
O -1.574 -0.846 0.779
N 2.351 -0.956 -0.244
N 1.845 -1.621 -3.596
N 2.869 -2.374 -3.888
N 2.642 -1.254 -1.411
N -3.514 -2.007 -0.081
C 3.793 -4.787 -1.212
C 2.481 3.806 -2.335
C 5.722 -1.705 1.163
C -0.106 2.764 3.417
C -5.786 1.315 1.112
C 1.632 -1.245 -2.327
C -4.155 2.237 2.752
C -4.482 1.666 1.390
C 4.027 2.041 0.089
C 3.023 -3.946 -1.995
C 5.234 2.643 -0.252
C -3.313 -3.534 -2.260
C -0.145 5.146 1.985
C -3.094 -2.056 2.579
C -2.943 1.086 -2.084
C 4.744 -1.241 0.303
C 2.348 0.780 3.316
C -0.603 3.990 -1.639
C 3.493 1.124 4.029
C 0.677 4.104 1.579
C 5.694 -4.386 -2.621
C 4.924 -3.549 -3.418
C 0.714 2.910 2.300
C 2.969 -0.505 5.722
C -6.168 0.835 -0.137
C -5.210 0.776 -1.143
C 1.836 -0.882 5.016
C -3.499 1.531 0.378
C -3.896 1.136 -0.924
C 3.798 0.489 5.226
C 4.973 4.188 1.572
C 3.786 3.570 1.935
C 1.549 -0.236 3.830
C 3.315 2.473 1.206
C -0.935 3.807 3.817
C -7.579 0.400 -0.415
C 3.605 -3.294 -3.078
C 5.369 -2.301 2.370
C 5.713 3.707 0.496
C -1.166 4.613 -2.918
C 5.140 -4.988 -1.505
C 4.031 -2.446 2.701
C -2.131 1.611 0.824
C 0.577 2.805 -5.091
C 3.045 -1.976 1.844
C 3.635 3.190 -3.129
C 3.402 -1.355 0.659
C 0.560 1.754 -3.978
C -0.949 5.000 3.109
H 3.218 3.944 2.778
H -0.062 4.739 -1.056
H -5.072 2.406 3.313
H 5.803 2.277 -1.101
H 6.137 -2.687 3.029
H 2.009 4.630 -2.881
H -8.255 0.657 0.400
H -3.311 0.410 -2.857
H -1.722 3.887 -3.513
H -3.630 3.190 2.666
H -0.098 1.845 3.988
H -2.821 2.082 -2.517
H 3.137 -2.290 -4.854
H 4.158 1.885 3.646
H -3.528 1.559 3.338
H 2.823 4.190 -1.370
H 4.061 2.327 -2.614
H -6.533 1.404 1.895
H -0.151 6.079 1.431
H 1.181 -1.669 5.375
H 5.355 -3.072 -4.294
H -1.854 5.421 -2.653
H 1.306 4.223 0.703
H 1.358 1.024 -4.124
H 6.764 -1.609 0.886
H 3.632 1.232 -0.507
H 3.747 -2.944 3.619
H 5.742 -5.633 -0.876
H -7.943 0.848 -1.341
H 4.689 0.778 5.769
H -0.378 1.199 -3.970
H -0.379 5.042 -3.544
H 3.314 2.866 -4.123
H -0.332 3.400 -5.105
H 6.656 4.174 0.237
H 5.008 -0.791 -0.647
H 3.204 -0.996 6.659
H -5.496 0.413 -2.126
H 1.427 3.488 -5.014
H 6.734 -4.555 -2.874
H 5.324 5.049 2.131
H -1.391 3.578 -1.018
H 1.964 -3.834 -1.791
H -1.564 3.686 4.691
H -1.587 5.814 3.432
H 0.650 2.296 -6.055
H 1.999 -2.157 2.048
H 3.333 -5.297 -0.373
H 4.436 3.923 -3.265
H -7.590 -0.685 -0.550
H -2.029 1.608 1.914
H -1.968 0.755 -1.754


The following electronic energy values (in Ha) correspond, in order, to the records above: -2171.0247, -5478.4956.